Below is a molecular structure, C14H17O6SSiV, with properties calculated with wB97M-V/def2-TZVPD.

```
40
Properties=species:S:1:pos:R:3:forces:R:3
V -1.31285 -0.59576 0.42083 0.3 -0.6 0.0
S 1.28786 -2.13958 1.07804 0.1 0.1 -0.1
Si -0.11848 3.67223 -2.12400 0.0 0.0 0.0
O -2.89471 -0.27047 1.28635 -0.3 0.2 0.0
O -2.61654 -4.20841 3.75398 -0.1 -0.1 -0.1
O -1.42948 -2.25863 1.64740 0.1 0.0 -0.1
O -5.18890 -2.97913 4.54070 0.1 0.1 0.2
O 0.33874 -1.64981 -0.03512 -0.1 0.4 0.0
O -5.51515 -0.46136 2.99668 0.0 0.0 -0.1
C 2.84066 -1.28154 0.67419 0.0 -0.1 0.0
C -0.11236 3.30602 -3.95752 0.0 0.0 0.0
C -1.40108 4.96679 -1.71347 0.0 0.0 0.0
C -2.51767 -2.23698 2.34245 -0.4 -0.1 0.1
C -4.40509 -2.51788 3.76863 -0.3 -0.3 -0.5
C -4.58350 -1.22005 2.93502 0.2 0.1 0.5
C -0.81852 1.10015 -0.60718 0.0 -0.2 0.1
C -3.35195 -1.16447 2.16703 0.2 0.1 -0.4
C 1.88867 -3.73871 0.48019 -0.1 0.0 0.0
C -3.08028 -3.18689 3.32215 0.3 0.3 0.4
C -0.54299 2.12201 -1.21688 0.1 0.0 0.0
C 3.14957 -3.47487 -0.33469 0.0 0.0 0.0
C 3.88562 -2.35990 0.40305 0.0 0.0 0.0
C 1.58013 4.22062 -1.56009 0.0 0.0 0.0
H -1.18489 5.90255 -2.23397 0.0 0.0 0.0
H -1.42201 5.17062 -0.64177 0.0 0.0 0.0
H 2.33302 3.46651 -1.79679 0.0 0.0 0.0
H 3.08601 -0.59491 1.48113 0.0 0.0 0.0
H 2.59826 -0.71271 -0.22461 0.0 0.0 0.0
H 2.88245 -3.15332 -1.34264 0.0 0.0 0.0
H -1.08718 2.93864 -4.28237 0.0 0.0 0.0
H 1.59596 4.38863 -0.48199 0.0 0.0 0.0
H 4.29435 -2.73945 1.34229 0.0 0.0 0.0
H -2.39766 4.63588 -2.00980 0.0 0.0 0.0
H 3.75042 -4.37953 -0.41869 0.0 0.0 0.0
H 1.86922 5.15175 -2.05267 0.0 0.0 0.0
H 0.11970 4.20534 -4.53235 0.0 0.0 0.0
H 4.71510 -1.95074 -0.17259 0.0 0.0 0.0
H 1.05325 -4.17513 -0.06481 0.0 0.0 0.0
H 2.08090 -4.34353 1.36725 0.0 0.0 0.0
H 0.63142 2.54601 -4.20335 0.0 0.0 0.0
```
Forces are in eV/Å.

Lowest unoccupied orbital energy (alpha / beta)   -1.16 / -0.80 eV
Gap between HOMO and LUMO (alpha / beta)   7.459 / 7.819 eV
Expectation value of S²   2.022
2S+1   3


Below is a molecular structure, C29H29ClIN8O4PV, with properties calculated with wB97M-V/def2-TZVPD.

```
74
Properties=species:S:1:pos:R:3:forces:R:3
I -1.36534 -4.55700 1.66975 0.0 0.0 0.0
V -0.09886 0.34158 -0.23698 0.0 0.4 -0.1
Cl -2.05810 -1.45695 6.34595 0.0 0.0 0.0
P 3.27042 1.76739 -0.22636 0.1 0.1 0.0
O 0.68260 -2.32899 1.21756 0.2 0.2 -0.1
O -0.35664 2.16865 1.99928 0.2 0.0 0.1
O 3.92229 2.12608 -1.51759 0.0 0.0 0.1
O 1.89369 1.18546 -0.22551 -0.2 -0.1 -0.1
N -1.49330 -0.88558 -0.59745 -0.3 -0.1 0.2
N 0.21136 -0.08719 -2.23763 0.3 0.3 0.3
N -0.21524 2.16426 -1.41562 0.1 0.0 0.0
N -0.41731 1.13430 1.16287 0.0 -0.1 -0.2
N 0.62498 0.79373 -3.11355 -0.1 -0.1 -0.2
N 1.76631 -0.37761 3.05514 0.0 0.0 -0.1
N 4.12166 -0.57410 -0.80660 0.1 0.0 0.0
N 2.04775 3.70864 1.22103 0.0 -0.1 0.1
C -1.49463 -3.76191 -2.98490 0.0 0.0 0.0
C -0.08142 -0.85443 4.54611 0.0 0.0 0.0
C -1.23808 -1.76504 -1.66616 0.2 0.0 -0.2
C 0.19759 -2.11224 2.44186 -0.1 0.0 0.0
C 0.88838 3.17433 -3.30286 0.0 0.0 0.0
C -4.13442 -0.81994 2.02714 -0.1 0.0 0.0
C -2.76131 -0.96777 0.04772 0.0 0.0 -0.1
C 0.58984 4.41747 -2.81342 0.0 0.0 0.0
C -0.51061 3.38966 -0.96295 0.1 -0.1 -0.1
C 2.14203 0.56573 3.87273 0.0 0.0 0.0
C -3.91822 -1.17744 -0.70436 0.0 0.0 -0.1
C -1.45331 -2.78807 4.10071 0.0 0.0 0.0
C 0.01694 -2.05553 -3.75042 0.1 0.1 0.0
C 4.32277 0.35659 0.36120 -0.1 -0.1 0.0
C -0.14261 4.54025 -1.62345 0.0 0.0 0.0
C 1.44386 0.92847 5.04049 0.0 0.0 0.0
C 0.33835 0.20992 5.37578 0.0 0.0 0.0
C -0.28254 -1.31694 -2.60824 -0.2 -0.2 0.1
C -1.14587 -1.72109 4.88759 0.0 0.0 0.0
C 1.16928 -1.24309 0.38700 0.0 -0.3 0.0
C 0.63980 -1.08469 3.34293 -0.1 0.1 0.1
C -5.16020 -1.23197 -0.09321 0.0 0.0 0.0
C -5.27799 -1.06219 1.27957 0.0 0.0 0.0
C -2.89183 -0.76889 1.41738 0.1 0.0 0.1
C -1.82457 -3.01320 -1.86604 0.0 0.0 0.0
C -0.58814 -3.28579 -3.93138 0.0 0.0 0.0
C -0.77898 -2.97731 2.88543 -0.1 0.0 -0.1
C 3.35520 3.05913 1.05685 -0.1 0.0 0.0
C 0.45558 2.03926 -2.59623 -0.1 0.1 0.2
H -6.24824 -1.10520 1.75608 0.0 0.0 0.0
H -2.24585 -3.46460 4.38701 0.0 0.0 0.0
H -3.83748 -1.29823 -1.77716 0.0 0.0 0.0
H 3.61057 2.57015 2.00056 0.1 0.0 0.0
H 1.79880 1.74393 5.65558 0.0 0.0 0.0
H 4.16991 3.73997 0.79293 0.0 0.0 0.0
H -6.04274 -1.39912 -0.69752 0.0 0.0 0.0
H -1.05135 3.42746 -0.02625 0.0 0.0 0.0
H 0.53202 2.58315 1.83085 -0.1 0.1 0.0
H -0.42883 5.50550 -1.23134 0.0 0.0 0.0
H 1.44572 -1.77835 -0.53386 -0.1 0.0 0.0
H -2.01126 -0.54755 2.00034 0.0 0.0 0.1
H 3.06231 1.08562 3.62143 0.0 0.0 0.0
H 1.44978 3.02860 -4.21388 0.0 0.0 0.0
H 3.15781 -0.93463 -0.76185 0.0 0.0 0.0
H 2.12883 4.48797 1.86415 0.0 0.0 0.0
H 4.20284 0.00932 -1.66048 0.0 0.0 0.1
H -4.20579 -0.66621 3.09719 0.0 0.0 0.0
H 0.71709 -1.65185 -4.47031 0.0 0.0 0.0
H -0.35870 -3.88037 -4.80587 0.0 0.0 0.0
H -2.54541 -3.39099 -1.15347 0.0 0.0 0.0
H -1.95639 -4.73069 -3.12555 0.0 0.0 0.0
H 1.71462 4.08554 0.33782 0.0 0.0 0.0
H 2.03403 -0.81267 0.87689 0.0 0.0 0.0
H 3.95884 -0.13623 1.26241 0.0 0.0 0.0
H 0.90970 5.30231 -3.34892 0.0 0.0 0.0
H 4.76885 -1.35840 -0.83278 0.0 0.0 0.0
H 5.37881 0.60118 0.43462 0.0 0.0 0.0
H -0.22005 0.42688 6.27538 0.0 0.0 0.0
```
Forces are in eV/Å.

Lowest unoccupied orbital energy (alpha / beta)   -0.15 / -0.59 eV
Energy above the lowest of the compared OMol25 structures with the same formula, charge and spin   0.000 eV
Gap between HOMO and LUMO (alpha / beta)   6.279 / 6.597 eV
Expectation value of S²   0.780
2S+1   2


Below is CH4BrNO in the gas phase in a non-equilibrium geometry, with properties calculated with wB97M-V/def2-TZVPD.

```
8
Properties=species:S:1:pos:R:3:forces:R:3
Br -0.96110 -0.37298 2.07295 -1.9 -3.2 3.0
O 0.68312 0.52405 -0.03441 -3.1 0.4 1.1
N -0.42453 1.04018 0.77901 5.6 1.8 -3.3
C 0.18939 -0.59467 -0.84948 0.1 3.1 -0.7
H 0.52981 -1.52865 -0.59119 0.6 -2.1 1.6
H 0.77710 -0.35134 -1.73394 -1.0 -0.2 -0.8
H 0.11807 1.80577 1.21321 -1.0 0.3 -0.2
H -0.91185 -0.52237 -0.85616 0.7 -0.2 -0.6
```
Forces are in eV/Å.

Lowest unoccupied orbital energy (alpha / beta)   1.00 / -2.61 eV
Energy above the lowest of the compared OMol25 structures with the same formula, charge and spin   1.028 eV
Gap between HOMO and LUMO (alpha / beta)   7.790 / 7.239 eV
Expectation value of S²   2.008
2S+1   3